1.
{"formula": "C19H30NO4SiYb", "method": "the ωB97M-V functional and the def2-TZVPD basis", "homo_energy_ev": [-8.0420, -8.0246], "multiplicity": 2, "molar_mass_g_mol": 537.6, "e_lumo_ev": [-0.728, -0.740], "gap_ev": [7.31, 7.28], "energy_ev": -69279.2494, "species": ["Yb", "O", "C", "O", "C", "C", "C", "C", "C", "N", "C", "O", "O", "H", "H", "H", "C", "C", "C", "C", "Si", "C", "C", "C", "C", "C", "C", "C", "C", "H", "H", "H", "H", "H", "H", "H", "H", "H", "H", "H", "H", "H", "H", "H", "H", "H", "H", "H", "H", "H", "H", "H", "H", "H", "H", "H"], "coordinates": [[2.028622, 0.867674, -0.997317], [4.707280, -0.878922, 1.620970], [3.961321, -0.162704, 0.995702], [3.563925, -0.301793, -0.219358], [3.281147, 1.065912, 1.658767], [2.870552, 1.187981, 2.979167], [2.043566, 2.255943, 3.316210], [1.649789, 3.164507, 2.339707], [2.109430, 2.975664, 1.043417], [2.923254, 1.965391, 0.743396], [1.620599, 3.697362, -0.242217], [1.246912, 4.845986, -0.210318], [1.630971, 2.895281, -1.246854], [3.160662, 0.442667, 3.702705], [1.667873, 2.350025, 4.324419], [0.973858, 3.977656, 2.555785], [-1.812945, -2.186338, -2.512124], [-0.431583, -1.605653, -2.217584], [0.567290, -2.749081, -2.022045], [0.050575, -0.835124, -3.455741], [-0.352582, -0.398991, -0.602636], [-0.375055, -1.446227, 1.116799], [0.980860, -2.137586, 1.313752], [-1.484001, -2.496738, 1.219185], [-0.541052, -0.468673, 2.285742], [-1.852190, 0.935637, -0.598240], [-1.954486, 1.549381, -1.996738], [-1.512319, 2.089529, 0.356986], [-3.223081, 0.370872, -0.221763], [-1.767929, -2.869746, -3.359667], [-2.519705, -1.399340, -2.756221], [-2.191292, -2.733581, -1.655040], [0.671742, -3.320073, -2.945053], [0.233913, -3.434722, -1.249451], [1.554091, -2.356760, -1.750115], [0.128869, -1.515801, -4.304152], [1.061210, -0.394050, -3.286221], [-0.630069, -0.035336, -3.731789], [1.160721, -2.903805, 0.568622], [1.008381, -2.621138, 2.291904], [1.804005, -1.420275, 1.269771], [-1.363019, -3.273752, 0.470492], [-2.463324, -2.044991, 1.090803], [-1.459684, -2.971234, 2.200305], [0.135280, 0.383829, 2.175653], [-0.313157, -0.966614, 3.229420], [-1.565233, -0.111829, 2.343198], [-0.979945, 1.917172, -2.329593], [-2.645628, 2.392234, -1.982576], [-2.334405, 0.822669, -2.709041], [-0.539146, 2.523715, 0.118563], [-1.505952, 1.776130, 1.395816], [-2.260482, 2.876922, 0.259452], [-3.497711, -0.453796, -0.873161], [-3.984609, 1.144737, -0.317150], [-3.236112, 0.019799, 0.805456]], "atomic_forces_ev_per_a": [[0.59, -0.10, -1.44], [-0.22, 0.23, -0.10], [0.49, 0.03, 1.62], [0.21, -0.39, -0.71], [0.27, -0.36, 0.11], [0.27, 0.00, -0.16], [0.16, -0.03, -0.32], [0.14, 0.18, -0.20], [-0.17, 0.43, -0.16], [-0.61, -0.25, 0.38], [-0.15, 1.09, 1.31], [0.09, -0.30, 0.07], [-0.04, -0.01, -0.85], [0.03, -0.09, 0.03], [0.00, 0.02, 0.07], [-0.04, 0.06, -0.02], [0.20, 0.22, 0.13], [0.13, 0.41, 0.46], [-0.14, 0.27, 0.17], [0.00, 0.17, 0.43], [-1.32, -0.59, 0.58], [0.03, 0.18, -0.52], [-0.18, 0.18, -0.11], [0.18, 0.25, -0.19], [0.02, 0.00, -0.40], [0.45, -0.37, -0.01], [0.19, -0.22, 0.17], [0.07, -0.26, -0.06], [0.35, -0.04, -0.03], [0.00, -0.15, -0.17], [-0.20, 0.07, -0.04], [-0.14, -0.12, 0.12], [0.04, -0.07, -0.16], [0.07, -0.11, 0.14], [0.06, -0.19, 0.04], [0.16, -0.04, -0.14], [-0.26, -0.15, -0.24], [0.06, 0.17, -0.05], [0.14, -0.09, -0.10], [0.02, -0.04, 0.15], [-0.03, -0.15, 0.06], [-0.03, -0.19, -0.12], [-0.18, -0.02, -0.03], [0.01, -0.12, 0.17], [-0.05, 0.07, 0.13], [0.06, -0.10, 0.12], [-0.09, 0.19, 0.07], [-0.05, 0.09, -0.15], [-0.08, 0.15, -0.02], [0.00, -0.04, -0.22], [-0.12, 0.07, 0.03], [0.04, 0.01, 0.12], [-0.08, 0.15, -0.05], [-0.13, -0.16, -0.05], [-0.15, 0.14, -0.01], [-0.07, -0.09, 0.17]]}

2.
{"formula": "C19H30O4S2", "method": "the ωB97M-V functional and the def2-TZVPD basis", "homo_energy_ev": -8.8278, "molar_mass_g_mol": 386.6, "e_lumo_ev": 0.335, "gap_ev": 9.16, "energy_ev": -50049.7098, "species": ["C", "C", "C", "C", "H", "H", "S", "O", "C", "H", "H", "C", "C", "H", "H", "S", "O", "C", "C", "C", "C", "H", "H", "H", "H", "H", "H", "H", "H", "H", "H", "O", "C", "O", "C", "C", "C", "C", "C", "C", "H", "H", "C", "H", "H", "H", "H", "H", "H", "H", "H", "H", "H", "H", "H"], "coordinates": [[3.603680, -3.142055, -1.926734], [4.447080, -1.909505, -2.233137], [3.625491, -0.619458, -2.269415], [3.076419, -0.229492, -0.907976], [2.344557, -0.943175, -0.539707], [3.883803, -0.096987, -0.188999], [2.195946, 1.394000, -1.062035], [3.248344, 2.396338, -1.236976], [1.675025, 1.490501, 0.728986], [2.291098, 0.822202, 1.325248], [1.823434, 2.514884, 1.062010], [0.208819, 1.106110, 0.801539], [-0.690142, 2.199544, 0.244371], [-0.275929, 2.596205, -0.682442], [-1.691915, 1.818431, 0.061682], [-0.792549, 3.642646, 1.441733], [0.063850, 3.288573, 2.576196], [-2.529666, 3.349237, 2.025938], [-2.633929, 2.104386, 2.883860], [-3.979525, 2.011753, 3.600997], [-4.064311, 0.740646, 4.436154], [-3.291486, 0.737188, 5.201426], [-3.924058, -0.133430, 3.804606], [-5.033204, 0.665309, 4.924288], [-4.114971, 2.884715, 4.244083], [-4.783750, 2.015067, 2.861082], [-1.829939, 2.137276, 3.624072], [-2.501300, 1.207465, 2.276943], [-2.779314, 4.237452, 2.608561], [-3.162150, 3.319395, 1.140966], [-0.088852, 0.885964, 1.835337], [0.067957, -0.085126, 0.014591], [-0.985704, -0.881954, 0.249904], [-1.810883, -0.659498, 1.103661], [-0.999387, -2.054078, -0.649462], [-1.796716, -3.146362, -0.317033], [-1.825963, -4.257957, -1.135068], [-1.074241, -4.300349, -2.304334], [-0.292541, -3.197145, -2.637386], [-0.247790, -2.084822, -1.822638], [0.351457, -1.229826, -2.094275], [0.282366, -3.214903, -3.552281], [-1.087432, -5.508657, -3.186273], [-1.114647, -5.220772, -4.235126], [-1.943741, -6.141977, -2.969874], [-0.181220, -6.093317, -3.025351], [-2.441741, -5.103999, -0.866844], [-2.381878, -3.106338, 0.589192], [2.799353, -0.736325, -2.975400], [4.255481, 0.198451, -2.626845], [4.927903, -2.041892, -3.204614], [5.236713, -1.812823, -1.484949], [2.798914, -3.243401, -2.651227], [4.217931, -4.038492, -1.969147], [3.163092, -3.081742, -0.934789]], "atomic_forces_ev_per_a": [[0.24, 0.13, -0.01], [-0.24, 0.02, -0.04], [0.24, 0.03, 0.06], [-0.49, 0.42, -0.39], [-0.04, -0.09, 0.12], [-0.02, 0.13, 0.15], [-0.08, -1.19, 1.09], [0.85, 0.94, -0.34], [-0.17, -0.42, -0.71], [0.09, -0.01, 0.01], [0.06, 0.00, -0.12], [-0.22, 0.34, 0.75], [-0.12, 0.37, 0.21], [-0.07, 0.01, -0.04], [-0.05, 0.00, -0.01], [-1.43, -0.29, -1.06], [0.94, -0.15, 1.10], [0.63, 0.01, -0.12], [-0.11, 0.07, 0.05], [0.17, -0.12, -0.04], [-0.10, 0.21, -0.09], [0.08, -0.05, 0.10], [0.01, -0.14, -0.02], [-0.06, -0.08, 0.08], [-0.06, 0.06, -0.04], [-0.07, 0.07, 0.01], [0.00, -0.09, -0.03], [0.10, 0.01, 0.01], [0.04, 0.10, -0.06], [-0.09, 0.05, -0.11], [0.13, 0.05, -0.25], [0.07, -0.11, -0.16], [-0.23, 0.04, 0.24], [0.12, -0.03, -0.08], [-0.02, -0.26, -0.19], [0.09, 0.25, 0.06], [0.04, 0.01, -0.06], [-0.01, 0.11, 0.04], [-0.06, -0.07, -0.01], [-0.07, 0.03, 0.19], [0.09, 0.08, -0.04], [0.06, 0.01, -0.10], [0.05, -0.04, 0.00], [-0.02, -0.04, -0.08], [-0.04, -0.07, -0.03], [0.02, -0.09, -0.04], [-0.06, -0.08, 0.02], [-0.06, 0.01, 0.07], [-0.03, 0.02, -0.09], [-0.06, 0.01, -0.07], [0.08, 0.03, 0.03], [0.09, 0.03, -0.04], [-0.13, -0.05, -0.07], [-0.02, -0.13, 0.02], [-0.10, -0.06, 0.11]]}

3.
{"formula": "C19H31AuN4OSSi2", "method": "the ωB97M-V functional and the def2-TZVPD basis", "homo_energy_ev": [-14.6242, -14.7140], "multiplicity": 3, "molar_mass_g_mol": 616.7, "e_lumo_ev": [-6.200, -9.712], "total_charge": 2, "gap_ev": [8.42, 5.00], "energy_ev": -58480.8313, "species": ["Au", "N", "C", "C", "C", "C", "C", "C", "N", "C", "C", "C", "S", "C", "N", "H", "H", "H", "H", "H", "H", "H", "C", "C", "N", "O", "H", "H", "H", "H", "H", "C", "Si", "C", "C", "C", "Si", "C", "C", "C", "H", "H", "H", "H", "H", "H", "H", "H", "H", "H", "H", "H", "H", "H", "H", "H", "H", "H", "H"], "coordinates": [[0.458942, -1.106818, -1.239110], [0.916418, 2.319300, 3.225580], [0.760442, 1.053214, 3.843525], [-0.079179, 0.617519, 4.811502], [0.114295, -0.741596, 5.203346], [0.992086, -1.544968, 4.518302], [1.757316, -1.163904, 3.391709], [1.640468, 0.170970, 3.075527], [2.273717, 0.929621, 2.063230], [1.875440, 2.173460, 2.289451], [2.261451, 3.311494, 1.510231], [2.131324, 4.617094, 1.967838], [2.863345, 5.726691, 0.852543], [3.210932, 4.356151, -0.175491], [2.906695, 3.158840, 0.279912], [0.344335, 3.179791, 3.251026], [-0.670093, 1.290751, 5.378070], [-0.422747, -1.311037, 5.927120], [1.012608, -2.581326, 4.840002], [2.322727, -1.884512, 2.807629], [1.630126, 4.879251, 2.905950], [3.627230, 4.544663, -1.192082], [3.646615, -0.171070, -0.795967], [3.319347, -0.936500, -2.001638], [4.241449, -0.901394, -3.016289], [2.329436, -1.704468, -2.100974], [4.735379, -0.134099, -0.522777], [3.097058, -0.445173, 0.105778], [3.309229, 0.842649, -1.010642], [5.147371, -0.475400, -2.925096], [4.096855, -1.567720, -3.744218], [-2.007671, 1.704257, 0.241505], [-2.055693, 0.624515, -1.311449], [-1.050137, 1.545362, -2.545601], [-3.603739, 0.631687, -2.451037], [-1.480740, -1.066565, -0.717153], [-2.330663, -2.601296, -1.414927], [-4.029914, -2.675573, -0.556504], [-2.613343, -2.703648, -3.302594], [-1.186208, -4.083691, -1.186673], [-2.355784, 2.692375, 0.058980], [-0.895333, 1.770060, 0.564651], [-2.598351, 1.233527, 1.016020], [-1.621183, 2.482620, -2.707245], [-1.014412, 1.039625, -3.497198], [-0.054449, 1.748372, -2.206685], [-3.701070, 1.670971, -2.809625], [-4.536460, 0.291521, -1.937098], [-3.380919, 0.098349, -3.354233], [-1.570816, -1.166910, 0.336525], [-4.609969, -3.510218, -1.018791], [-4.630513, -1.772388, -0.637843], [-3.828549, -2.919397, 0.513000], [-3.404419, -2.034319, -3.622861], [-2.785341, -3.695624, -3.741487], [-1.722750, -2.350032, -3.873838], [-0.703609, -4.269206, -0.183935], [-0.323876, -4.177835, -1.857842], [-1.754702, -5.007992, -1.320065]], "atomic_forces_ev_per_a": [[0.35, -0.18, -0.54], [-0.12, -0.21, 0.76], [-0.08, 0.57, -1.27], [0.83, -0.72, 0.83], [-0.25, 1.09, -0.88], [1.79, -1.54, -2.00], [-1.14, -1.55, 1.74], [0.80, 3.67, -2.02], [-0.53, -2.60, 2.27], [-1.20, 1.07, -0.97], [0.99, 0.68, -0.56], [0.13, -0.03, -0.35], [-0.81, -1.48, 0.57], [0.08, -0.76, -0.41], [-0.21, 1.69, 0.13], [0.36, -1.16, 0.50], [-0.76, 0.38, 0.29], [-0.69, 0.58, 0.81], [0.25, 0.06, -0.15], [0.08, 0.25, 0.21], [0.56, 0.32, -0.48], [-0.20, -0.29, 1.06], [0.54, 1.14, 0.97], [2.18, -1.46, -1.19], [-1.69, -0.16, 1.53], [-0.03, 0.88, -0.07], [-0.99, -0.08, -0.59], [-0.06, -0.35, -0.34], [0.22, 0.40, 0.19], [-0.06, 0.08, 0.15], [0.00, -0.20, -0.61], [1.71, -1.04, 0.10], [-0.52, 1.04, -0.43], [0.21, 0.47, -0.27], [-0.66, 0.16, 1.61], [-0.78, -0.42, -1.08], [-0.61, -0.98, -1.35], [0.73, -1.10, 0.30], [0.98, 0.92, -0.31], [0.91, -0.82, 1.78], [-0.36, 0.86, -0.14], [-1.71, -0.19, -0.41], [-0.04, 0.08, 0.45], [0.53, -0.35, 0.17], [0.12, -0.21, -0.39], [0.70, 0.45, -0.01], [-0.14, -0.23, 0.56], [0.63, 0.23, -0.80], [-0.03, -0.72, -0.28], [-0.02, -0.01, 1.22], [0.42, 0.54, 0.42], [0.13, 0.09, 0.03], [-0.49, 0.18, -0.60], [-0.35, -0.09, -0.07], [-0.19, 0.08, 0.63], [-0.28, -0.09, 0.47], [-0.62, 0.54, -0.60], [-0.36, 0.41, -0.32], [-0.24, 0.09, -0.26]]}